# 1
A 11-piece molecular cluster, C59H96F3N11O4 overall at a distorted geometry, computed with the ωB97M-V functional and the def2-TZVPD basis.

Properties
HOMO energy: -8.48 eV
E_tot: -3508.5155 hartree
SMILES string: CC(C)=NC(=O)O[C@H](CCOCC(F)(F)F)C[C@@H](C)OCc1ccccc1.CCCC#N.CCCC#N.CCCC#N.CCCC#N.CCCC#N.CCCC#N.CCCC#N.CCCC#N.CCCC#N.CCCC#N
Spin multiplicity: 1
HOMO-LUMO gap: 8.86 eV
Total charge: 0

Geometry (Å):
H1 10.4106 -2.6220 5.9672
H2 9.3855 3.6675 3.2467
C1 -6.4832 -0.7282 -0.9592
H3 -8.9063 3.4672 5.0030
H4 -6.8772 0.4054 2.1948
H5 -10.0630 -3.5993 -1.9392
H6 8.0721 3.5808 -4.9938
H7 15.0486 -7.3475 7.3758
H8 -0.1982 6.4656 -3.1096
H9 -10.4882 -5.2745 -3.7397
O1 2.0171 -0.2648 3.0598
H10 0.6357 5.8564 -0.8149
O2 2.6574 -2.3358 3.5358
C2 10.1555 -3.3260 5.1751
H11 2.2934 3.2207 0.5847
H12 -5.0303 -6.6762 -5.0272
H13 5.2778 -1.2410 3.6017
H14 -8.3524 2.3263 -4.8458
N1 11.3641 -5.5529 7.8038
C3 -7.0817 -0.1414 0.1494
C4 -0.1981 -2.2307 0.7953
N2 3.5938 -1.3511 1.7300
C5 -0.9253 -0.9091 1.0855
C6 4.9961 -2.9133 0.5805
C7 8.1457 1.4439 -5.2866
F1 6.5863 2.1179 0.3319
H15 -9.9788 4.1568 2.8337
N3 11.8600 6.0813 2.4149
C8 14.3777 -5.7265 6.0968
C9 4.6817 -2.0305 1.7390
H16 -10.8650 -3.9870 -4.8728
H17 -2.5895 -1.3986 -0.6302
H18 -6.1119 -6.3255 -3.6783
C10 14.4406 -7.2002 6.4813
H19 -0.8110 -2.9532 0.2672
C11 -7.5788 2.2116 -4.0853
H20 8.5144 0.5556 -4.7718
O3 -2.2926 -1.0461 1.3887
C12 1.1951 0.1784 1.9436
H21 7.2701 -5.1283 4.4120
H22 5.8894 -3.4962 0.7812
H23 7.9747 2.6412 -3.5135
H24 1.5571 -0.2726 1.0253
H25 -7.7121 3.8469 3.7596
H26 -7.0277 -0.8209 -1.8824
H27 6.6512 -1.6867 2.5044
H28 -9.0209 -3.3319 -3.3372
C13 -5.8107 -4.6496 -5.0254
H29 -0.8062 -0.2350 0.2228
H30 -4.8651 2.0314 -3.2964
H31 -11.2330 2.5244 4.2525
H32 10.8382 -4.1745 5.2431
H33 -4.7149 -1.6680 -1.7262
C14 -5.1808 -1.2065 -0.8641
H34 14.4163 -4.9184 8.1117
N4 0.4061 2.0957 -2.4432
H35 0.1895 -2.6460 1.7221
C15 9.2815 5.6837 2.4852
N5 9.2321 1.5356 -7.6581
C16 0.3127 5.5174 -2.9356
C17 -0.1068 3.1092 -2.5925
C18 -8.5076 3.1550 4.0353
C19 -5.3207 -5.9120 -4.3057
H36 5.1131 -2.3360 -0.3333
C20 9.9720 2.8968 -4.2617
H37 1.7766 2.1338 2.7284
C21 5.6578 -1.9364 2.8624
C22 1.3680 1.7054 1.8181
O4 3.4932 1.5543 0.6677
H38 -8.0199 2.4473 -3.1139
C23 -11.2321 2.3829 -2.1028
C24 10.7283 5.9068 2.4465
C25 12.4361 -5.2403 7.5466
C26 8.4254 -4.2578 2.9132
F2 5.6411 0.2013 -0.1042
N6 -9.2359 3.1045 -0.5801
H39 0.9231 5.3165 -3.8177
C27 -0.2510 -0.2000 2.2565
N7 -3.2584 -5.3809 -2.7962
H40 7.0670 1.3395 -5.4051
H41 5.6779 -2.9219 3.3327
C28 -5.2961 3.0335 -3.3205
H42 1.9302 6.4588 -1.8523
N8 -6.8024 -0.2773 -4.0614
H43 -9.1623 2.8399 2.0139
H44 -11.0256 4.0035 -3.5138
C29 -10.5485 -1.9354 -3.1107
H45 1.6873 1.8360 -0.2957
H46 -12.0003 1.9285 -1.4761
C30 8.3040 -4.8155 4.2614
H47 0.3751 2.1160 1.6311
C31 9.4452 3.5490 1.1030
H48 -1.3743 4.3642 -3.6672
H49 8.9364 -5.7020 4.3273
C32 -10.9125 -4.2721 -3.8201
H50 -12.4513 -4.5953 -2.3233
C33 8.7524 1.4953 -6.6185
H51 10.4052 2.0406 -3.7414
C34 -6.3960 3.1433 -4.3713
C35 -3.0491 -1.6120 0.3387
H52 15.3808 -5.3727 5.8537
H53 -13.1211 4.2887 -1.2970
H54 9.0166 4.0438 0.2290
H55 -8.0936 0.2292 0.0682
H56 4.1279 -3.5478 0.4249
H57 -12.7578 5.4940 -2.5335
C36 -10.7648 2.2168 3.3160
H58 10.5323 3.5968 1.0248
H59 -3.0570 -2.7007 0.4430
H60 -6.6123 -2.6830 -4.6019
H61 -10.8752 1.6178 -2.7937
H62 -8.0561 2.1690 4.1552
C37 8.7110 -3.7860 5.3214
H63 -0.2088 -0.9309 3.0622
H64 -5.9825 2.9167 -5.3560
H65 4.5050 3.2178 -0.0081
H66 9.1602 2.4984 1.0677
C38 -5.0654 -0.5087 1.4338
C39 -0.7411 4.4144 -2.7812
H67 -6.7626 4.1707 -4.4072
H68 -12.6020 3.2315 -3.5187
C40 1.2169 5.6464 -1.7149
C41 -6.2464 -3.5524 -4.0619
H69 -5.4150 -3.2220 -3.4393
H70 1.7895 4.7325 -1.5465
H71 13.7918 -3.7982 6.9004
H72 8.0476 -2.9205 5.2628
C42 8.9494 4.1897 2.3933
H73 7.8670 4.0676 2.4632
C43 -10.0528 -3.3100 -2.9910
H74 -5.6797 3.2627 -2.3248
H75 0.6476 -2.0194 0.1448
C44 -11.8001 3.5836 -2.8683
C45 -9.5953 3.1436 2.9671
H76 -12.8447 -3.3300 -3.4941
C46 -4.4553 -1.0904 0.3268
H77 -1.3819 4.6149 -1.9212
H78 -7.0439 -3.8993 -3.4018
C47 13.8047 -4.8432 7.2116
N9 8.5172 -3.8127 1.8609
C48 -7.1513 0.8136 -4.0714
H79 10.5003 3.0253 -5.2073
H80 8.5727 -4.2285 6.3087
N10 -10.9367 -0.8611 -3.2043
C49 2.1933 2.1296 0.6285
C50 -10.3135 0.8306 3.4552
N11 -9.9462 -0.2493 3.5631
H81 -11.5463 5.0936 -1.3239
H82 3.8272 2.1347 -1.2706
C51 -6.3760 -0.0397 1.3470
C52 -4.1640 -5.6139 -3.4580
H83 -0.8328 0.6484 2.6070
C53 2.7726 -1.3709 2.8161
H84 10.1587 3.7860 -3.6597
C54 -12.3693 -4.3041 -3.3720
C55 -12.3364 4.6758 -1.9497
C56 -10.1148 2.7880 -1.2457
H85 -11.5235 2.2528 2.5334
H86 8.8953 6.1030 3.4145
C57 8.4755 2.7054 -4.4811
H87 13.4461 -7.6045 6.6744
F3 6.0773 1.6182 -1.6940
H88 13.7718 -5.6133 5.1959
C58 5.6520 1.4874 -0.4120
H89 -4.4885 3.7325 -3.5415
H90 8.8259 6.2271 1.6561
H91 -6.6475 -4.9179 -5.6739
H92 -5.0181 -4.2674 -5.6710
H93 10.3224 -2.8212 4.2219
H94 -12.9359 -5.0212 -3.9658
H95 -4.5108 -0.4162 2.3555
C59 4.3001 2.1819 -0.2870
H96 14.8808 -7.7860 5.6748



# 2
C23H23CoF2OPS as an isolated structure, computed with the ωB97M-V functional and the def2-TZVPD basis.

Properties
<S²>: 3.76
HOMO energy (spin up / spin down): -7.61 / -7.84 eV
E_tot: -3287.4190 hartree
Spin multiplicity: 4
HOMO-LUMO gap (spin up / spin down): 7.94 / 8.16 eV
Total charge: 0

Geometry (Å):
H1 6.3723 -1.4830 1.5147
H2 0.5231 -2.7783 4.4630
Co1 -2.0743 -0.4684 -0.2552
C1 -0.5687 -2.2020 -1.3651
H3 -0.4370 5.8963 -0.6734
C2 -1.0639 5.0322 -0.8874
C3 -0.8882 -2.8811 -2.5406
H4 -3.7462 3.4005 0.4714
C4 -1.3638 -2.0871 3.7066
C5 0.0712 -1.0933 1.5546
H5 1.5694 -1.6796 -4.5214
C6 4.6581 -2.1551 0.4092
H6 -2.1256 5.2523 0.9901
C7 1.2746 -1.1463 -2.4736
C8 4.7155 -0.1282 1.6975
C9 -4.0001 -0.8362 -0.8037
H7 2.8090 -2.5931 -0.5831
H8 0.1071 3.2217 -1.4174
H9 5.2471 0.5611 2.3419
H10 -1.9282 -2.4686 4.5496
C10 -0.1219 -2.6999 -3.6749
C11 2.7006 -0.7430 0.5046
H11 0.4406 3.8525 0.2019
F1 -4.5868 0.3391 -1.3092
H12 -4.7329 -1.2059 -0.0844
H13 2.9155 1.0414 1.6753
H14 -1.3141 5.0608 -1.9486
H15 2.1153 -0.4604 -2.4607
H16 -3.2260 3.4181 -1.2315
C12 0.9649 -1.8298 -3.6352
H17 -3.0573 5.8041 -0.3975
C13 0.7339 -1.7656 2.5818
C14 -2.3534 5.0451 -0.0594
C15 -1.3374 -0.9135 1.5658
F2 -4.0725 -1.7517 -1.8684
H18 1.8084 -1.9041 2.5524
H19 -1.1040 -2.4661 -0.4554
H20 5.1456 -3.0533 0.0495
C16 -2.9306 3.6466 -0.2051
H21 -3.1016 -1.3456 2.7147
C17 -2.0207 -1.4416 2.6631
C18 -0.3296 3.7269 -0.5573
H22 -0.3655 -3.2288 -4.5872
C19 0.5290 -1.3382 -1.3056
O1 -1.6296 1.4262 -0.8975
P1 0.9565 -0.2949 0.1543
C20 3.4057 0.1398 1.3235
S1 -1.5364 2.5455 0.1208
C21 3.3416 -1.8923 0.0503
C22 0.0118 -2.2586 3.6620
H23 -1.7465 -3.5397 -2.5552
C23 5.3462 -1.2767 1.2354



# 3
The molecule C4H7NO, computed with the ωB97M-V functional and the def2-TZVPD basis.

Properties
HOMO energy: -9.87 eV
E_tot: -286.6053 hartree
SMILES string: NC(=O)C1CC1
Spin multiplicity: 1
HOMO-LUMO gap: 10.88 eV
Total charge: 0
Energy relative to the best compared isomer or geometry (same formula, charge and spin): 69.06 kJ/mol

Geometry (Å):
H1 -0.9506 -2.2844 -0.0482
H2 -0.5203 -0.3035 1.4101
H3 1.7594 -0.8754 -0.6211
H4 -0.6059 3.0036 -0.1118
C1 -0.3567 -1.4781 -0.4673
C2 1.0041 -1.2246 0.0756
H5 1.3688 -1.8612 0.8772
O1 0.1000 1.1593 -1.5025
H6 -0.4590 2.2060 1.4121
C3 -0.1185 -0.2649 0.4000
H7 -0.5038 -1.2748 -1.5230
C4 -0.1534 1.0563 -0.3131
N1 -0.5639 2.1416 0.4121



> Number 2 is which compound?

C23H23CoF2OPS



> What is the total charge in the third record?

0